No. 1
C43H124N2O27 | wB97M-V/def2-TZVPD

Element x y z (Å)
1 C -1.7991 -2.4764 0.2805
2 H 3.9636 -0.1894 3.3106
3 H 1.6697 6.4677 3.2560
4 H -0.8699 -1.3279 -2.8175
5 H 3.3032 -4.1449 -1.0852
6 H 2.8593 6.5964 -4.6122
7 H -3.5716 -3.9867 4.4183
8 O -3.0227 -3.7086 5.1552
9 H 4.8664 3.3520 0.0964
10 C 3.8098 -4.8748 -3.1087
11 H 4.6552 3.4549 -6.0575
12 O -1.2077 5.9687 -0.3009
13 H 4.5044 6.6135 -4.2791
14 H -0.6118 -7.5110 -1.3097
15 C -5.9835 -0.4024 2.5155
16 H -4.8637 -1.2870 4.0541
17 H 1.0556 -0.3396 -2.0911
18 H 1.4344 -3.3758 0.9775
19 H -2.4360 -3.2299 -0.1829
20 C 1.4164 0.9429 1.0419
21 O -1.2946 2.1203 5.7982
22 H 1.8563 -4.6276 -2.0342
23 H 2.7427 0.9895 7.9508
24 C -2.5785 3.5852 -2.6008
25 H -5.3634 -0.9212 -3.2184
26 C -1.2847 2.6350 4.4713
27 H -0.5358 1.8296 -0.2964
28 C 2.6339 3.3627 -1.3964
29 C 3.9715 3.9200 -1.9066
30 O 2.3912 0.2144 8.3950
31 H 1.8604 3.7129 -2.0800
32 H 0.9708 -2.6999 -6.6960
33 H -2.2026 0.2618 -1.8549
34 H -0.2548 -2.7852 -2.0040
35 H -1.3540 -0.9031 2.4006
36 H 1.9784 4.4647 -5.8701
37 H 0.3567 0.7567 8.0338
38 C 3.1762 6.2889 -2.6016
39 H 3.6233 5.5604 -0.6008
40 C 2.2676 4.0962 -4.8859
41 H -1.0426 -3.0731 0.7902
42 H -6.0579 -0.9689 -0.8800
43 C -3.7488 -4.9678 2.0449
44 C 1.3061 -0.0881 6.2796
45 H 3.5483 6.6505 2.3005
46 H 1.9676 4.3598 1.9553
47 H 2.7246 -1.6912 2.1874
48 H 2.2393 -0.5395 5.9427
49 H 1.2647 1.0996 -4.5553
50 O -3.3902 -7.4714 1.9237
51 C -0.2548 5.0024 0.1306
52 H 3.7196 -2.9886 2.8113
53 C 2.8462 -4.1731 -2.0743
54 C -2.3202 -0.2905 -0.9225
55 H -2.6560 3.7409 2.0416
56 C 1.2092 -2.4213 -5.6695
57 C -2.8482 -4.7801 -5.0249
58 O -1.8461 -3.7984 -5.3840
59 H 2.9134 -0.2632 -0.3468
60 H -6.7944 -0.1284 3.1904
61 O -3.1115 4.3031 -1.4870
62 H -6.1391 -3.1908 -0.4073
63 H -7.2700 -1.2913 1.3215
64 C 3.6641 4.5145 -4.4430
65 H 2.4097 3.6625 -0.3727
66 H 4.9741 5.8677 -1.6358
67 H 1.5433 4.2919 -4.0953
68 O 4.4751 2.3066 -3.6977
69 H 0.3281 -1.2806 2.6486
70 H 4.2212 -2.4637 0.4822
71 H -0.1465 0.7537 -3.5336
72 H -5.1986 -3.9827 3.0058
73 H 4.4359 -5.6734 -2.7109
74 H -0.6932 4.2839 0.8232
75 N 0.0415 -0.7872 -0.1981
76 H 1.8218 1.2120 0.0666
77 C -1.2842 -1.4073 -0.6716
78 H 0.4421 -1.7467 -5.2893
79 H 3.2232 -5.4135 -3.8529
80 H 2.6583 -2.0338 3.9244
81 O 2.4511 -1.6790 -5.7163
82 C 2.2589 4.5421 2.9898
83 N 4.2870 3.6935 -3.3701
84 H -2.9873 1.6053 -0.0866
85 H 1.8678 -2.5917 -1.9046
86 C -0.9854 -5.6362 -1.6835
87 H -1.9210 -2.6953 -2.3102
88 H 5.9105 -2.0060 0.8068
89 H 5.1246 -4.5286 -4.4381
90 H -1.0179 2.0713 1.3350
91 H -0.3061 -5.7610 -2.5267
92 O -6.3037 -2.5815 3.4628
93 C 5.1313 3.4043 -0.9596
94 H -1.2408 -4.1229 4.1708
95 H 1.3225 1.8590 1.6250
96 C 4.6032 4.4737 -5.6733
97 O 1.3300 1.1721 5.7263
98 H -0.3265 2.4297 3.9939
99 H -3.3992 -4.4239 -4.1545
100 H -1.6877 2.7515 6.4053
101 H 0.9926 1.8695 -2.9954
102 C -5.4664 -2.7552 -1.1460
103 C 5.0888 -1.9296 0.0948
104 H -5.2245 -6.5321 1.3618
105 O 1.4619 5.5923 3.5909
106 H -3.3407 -0.6660 -0.8473
107 C 4.8528 -0.4884 -0.1230
108 H 0.5615 -0.6748 5.7417
109 H 5.5854 4.8503 -5.3875
110 C -3.6660 4.1493 2.0776
111 C 3.6059 6.0438 -4.0419
112 O -4.5936 -4.7051 3.1891
113 H 1.1334 -3.2662 -4.9850
114 H -3.3787 -8.1420 1.2369
115 H -4.4546 -2.7583 -0.7407
116 H -3.9408 3.9005 -1.2191
117 H 5.7932 -0.1229 -0.5356
118 H 4.7632 0.0165 0.8389
119 H 2.1906 0.3284 1.5013
120 O -5.0296 -0.4569 -3.9895
121 H 0.5123 1.6748 5.7162
122 H 2.1663 3.0137 -4.9641
123 C 3.3098 -2.0074 3.0509
124 C 1.0976 -0.0075 7.7990
125 H -2.8335 0.4236 1.1034
126 H 0.2276 4.4990 -0.7072
127 C -4.8970 0.8876 -3.5580
128 H 4.2927 5.0967 -6.5121
129 H -4.0506 1.4104 -4.0035
130 O 1.5909 -0.1742 -2.8706
131 H 3.1715 7.3725 -2.4842
132 O -1.3990 -6.9617 -1.3116
133 H -1.1517 -3.1668 5.6529
134 H 0.2555 -3.4436 2.7018
135 H 2.4921 2.2845 -1.4696
136 C 3.9685 5.4473 -1.6285
137 O -5.9861 -1.5026 -1.6747
138 O 1.1467 -1.7245 -0.2454
139 H -0.4635 -5.1142 -0.8815
140 H 5.9019 -3.3590 -0.9408
141 C -0.3465 -0.5003 2.2964
142 O -3.9903 4.5957 3.3241
143 H -5.3378 0.4633 2.3681
144 H 4.3703 3.9992 3.1496
145 H 0.5513 5.5063 0.6639
146 H -2.4301 -2.0205 1.0434
147 O 1.7813 -4.1111 1.4879
148 H 2.0863 3.6209 3.5463
149 O 4.1144 5.8816 2.2007
150 H -0.2319 0.2280 3.0992
151 C -0.9387 1.3013 0.5677
152 H -1.7227 -2.4475 4.0721
153 H -1.6693 4.1283 -2.8586
154 H 2.1001 6.1174 -2.6258
155 H -1.7943 -5.0137 -2.0661
156 C 0.0528 0.1723 0.9230
157 C 0.9826 -4.2515 2.6195
158 O 2.5234 -2.9257 -2.5213
159 H -5.3520 -3.4785 -1.9534
160 H -3.3469 3.5664 -3.3736
161 H -1.8929 5.4585 -0.7390
162 C -4.1508 -6.3678 1.4531
163 H -6.9564 -2.1532 4.0214
164 H -3.6033 5.4620 3.4696
165 C -1.0728 -2.0657 -2.0413
166 H -2.4418 -5.7217 -4.6556
167 O 5.4114 -2.5677 -1.1749
168 C 3.7592 4.9017 3.1587
169 H 3.9311 5.2347 4.1822
170 C -1.7133 -3.3160 4.7308
171 H -2.6915 -5.0016 2.3076
172 H -4.4159 3.4493 1.7090
173 H -4.5178 -2.0942 2.5443
174 H -3.9173 -6.2054 0.4009
175 H -3.5884 -4.9168 -5.8132
176 H -3.5441 5.0111 1.4215
177 H -4.7261 0.9307 -2.4824
178 O 4.3658 -1.0456 3.1475
179 H 2.9787 -2.1055 -6.3954
180 C 0.9303 0.9233 -3.5330
181 H -1.3125 3.7246 4.4610
182 H -2.0447 2.1329 3.8727
183 H 6.1340 3.7666 -1.1861
184 O -6.6234 -0.5915 1.2037
185 H -2.3160 -3.0087 -5.6617
186 H -2.1843 2.6125 -2.3065
187 O 3.6968 -0.1983 -0.8978
188 C -2.3496 0.7652 0.1884
189 H -5.7504 1.4375 -3.9547
190 H 0.7011 -0.9745 8.1085
191 O 4.6874 -3.9813 -3.7816
192 H 1.6040 -4.1725 3.5115
193 H -3.8966 -4.1369 1.3551
194 H 5.2749 2.3597 -1.2359
195 H 0.4355 -5.1929 2.5695
196 C -5.3083 -1.6006 3.1096

Its calculated total energy is -3853.14383 Eh. Its molar mass is 1101.45 g mol⁻¹. The charge is -2. As for the HOMO energy: 0.76 eV. The calculation puts the LUMO energy at 0.095 Eh. The value obtained for the HOMO-LUMO gap is 1.83 eV.

=====

No. 2
C4H6N3 | wB97M-V/def2-TZVPD

Element x y z (Å)
1 H -1.8011 -1.1934 -2.5498
2 C -0.5487 1.9781 0.7702
3 C 1.1226 -0.0333 1.3284
4 H 0.6544 -0.0961 2.2968
5 N 0.5350 -1.3740 -0.2723
6 N -0.8867 -1.3685 -2.2533
7 N 1.1759 -1.3418 0.7649
8 H -0.4813 2.9781 0.6176
9 C -0.3903 -1.2069 -0.9993
10 H -0.2326 -1.5713 -2.9162
11 H -1.6603 1.8755 0.8852
12 H 2.1980 0.3131 1.5400
13 C 0.3150 1.0405 0.7878

Its calculated total energy is -319.77025 Eh. Its molar mass is 96.11 g mol⁻¹. The charge is +1. As for the HOMO energy (alpha / beta): -12.69 / -12.85 eV. The energy relative to the best compared isomer or geometry (same formula, charge and spin) is 164.02 kcal per mole. The calculation puts the LUMO energy (alpha / beta) at -0.244 / -0.234 Eh. The value obtained for the HOMO-LUMO gap (alpha / beta) is 6.06 / 6.47 eV.

=====

No. 3
C31H41Br24Cl9O10 | wB97M-V/def2-TZVPD

Element x y z (Å)
1 Br -0.1507 0.0345 8.1124
2 Cl 0.9409 4.0186 -3.3833
3 Br 2.9364 2.8606 0.4281
4 C -1.1120 -1.9789 -4.1058
5 O 6.0701 -0.9320 -2.6547
6 H -4.0550 -1.5862 -2.9006
7 H 2.4541 -4.3927 5.5194
8 C -2.7948 -2.7823 -0.5229
9 C 4.4958 -1.0342 -0.9110
10 H 0.0807 -6.2823 -3.7419
11 O -2.9818 -0.9163 0.9176
12 H -1.5865 2.0373 8.4465
13 H -3.0575 8.5523 -2.3208
14 Br -5.4065 3.7867 -1.7160
15 Br -6.3547 -1.0480 3.1175
16 H 5.4648 -2.5022 -3.7802
17 C 4.1478 0.9865 4.6683
18 C 0.0923 0.0592 -4.7289
19 H 2.4856 -2.1818 4.8887
20 H 2.9316 -5.6991 2.9996
21 H -3.3604 -3.7201 -2.3199
22 H -0.6409 5.6835 -3.5312
23 C -1.3100 -2.1303 2.9115
24 Br 1.2629 4.9529 4.4832
25 O 3.1559 -3.5079 1.1970
26 Br 4.7234 2.7977 4.4902
27 Cl -2.6151 -3.1777 3.3313
28 C 0.7432 -0.7177 -3.6009
29 Cl -0.1601 -3.0823 1.8112
30 H -4.4051 6.6144 0.7899
31 H -1.0004 -4.9250 -3.8811
32 H 0.8579 -0.0859 -2.6436
33 H 4.2127 -2.3444 5.0901
34 C -3.8709 -3.2588 -1.4743
35 H 4.7622 -3.1396 -1.4671
36 C -4.5536 -1.9614 -1.9552
37 Cl -2.3298 6.7936 -1.0486
38 H -0.5945 -1.5590 -6.1184
39 H 1.5193 -3.8703 -0.8473
40 H 2.0577 -5.5326 -1.1496
41 C -1.4905 1.2802 7.6499
42 O 6.3542 0.5052 -0.9488
43 Br -1.8214 3.1538 -0.3241
44 H -1.9330 -0.5142 -5.4401
45 Br -6.3496 1.7524 1.6393
46 H -0.5932 -4.3547 -1.4531
47 Br 4.5377 3.6613 -2.2332
48 Br -1.0489 2.0957 5.9683
49 Cl -3.3069 6.8252 -3.8133
50 Cl -0.9677 4.4868 -5.4650
51 H 1.4672 -4.6414 3.3618
52 C 4.6601 3.2454 -0.3271
53 H -0.4062 0.9153 -4.2683
54 Br -0.2727 0.4479 0.1272
55 C -3.4585 7.5666 -2.2354
56 H 4.5841 -1.3514 0.1517
57 Br -3.9783 0.9987 3.4946
58 Br -3.4496 1.8084 -3.2636
59 Br 3.9568 6.3760 3.9038
60 C -3.3023 -1.5080 -0.0591
61 Br -4.1953 4.5262 1.9756
62 C -5.2728 0.2791 2.2974
63 H 2.9439 4.2851 2.7892
64 H 3.6520 -0.3739 -0.8949
65 Br -0.3562 2.7580 2.3570
66 H 4.7107 0.3569 3.9611
67 O 1.2722 -4.0599 -4.9813
68 Cl 1.1101 6.4147 -5.0006
69 C 2.5861 5.2869 3.1286
70 C 0.0644 -5.1550 -1.8124
71 Cl -5.1079 7.6415 -1.6319
72 C -1.3455 1.8972 0.9891
73 H -1.9201 -2.6147 -1.1637
74 H 4.0262 -4.7988 4.8473
75 Br 2.3040 0.8458 4.2640
76 H -4.7111 -0.1914 1.4829
77 H -0.1901 -6.0810 -1.3388
78 H -4.5745 1.5953 -1.0961
79 C 3.3389 -2.7504 4.5431
80 H 4.3331 -1.1032 -3.6210
81 Br -6.5117 0.9559 -2.7756
82 H -4.5839 -3.9764 -1.0084
83 C 5.7105 -0.3469 -1.4542
84 Br 5.5681 4.6376 0.6513
85 O 3.5258 -2.5037 3.1065
86 C 4.2761 -2.2323 -1.8533
87 C 3.1162 -3.5675 2.3964
88 H -2.3033 1.3595 1.3650
89 O -0.2121 -1.7081 -3.1290
90 C 2.5660 -4.6852 3.3014
91 H -2.5787 -3.5328 0.2149
92 C 5.0282 -1.7192 -3.1143
93 Br -3.0490 7.3276 2.8695
94 C -0.0970 -5.2737 -3.4102
95 Br 1.7678 6.1481 1.6474
96 C 3.1308 -4.2244 4.6569
97 Cl -0.4792 -1.6223 4.3234
98 C 1.4403 -4.7367 -1.5662
99 C 0.0280 5.2265 -4.2304
100 H 3.2739 -2.4626 -2.1568
101 O -1.9395 -2.8203 -4.0116
102 H 0.7406 0.3852 -5.5247
103 H 5.2483 2.2888 -0.1905
104 O 1.9135 -4.2342 -2.8216
105 H 1.6141 -1.2823 -3.8651
106 C 1.0821 -4.4600 -3.8792
107 C -4.5025 6.4438 1.8647
108 Br 4.3210 0.3560 6.5400
109 Br -3.1691 0.4130 7.4148
110 Br -6.2598 6.8669 2.5750
111 C -0.9766 -0.9330 -5.2413
112 H -1.6841 -1.3230 2.3217
113 O -4.2941 -0.9968 -0.9167
114 C -4.9713 1.9596 -2.0330
115 H -5.6433 -2.0633 -2.0261

Its calculated total energy is -67876.27293 Eh. Its molar mass is 2810.43 g mol⁻¹. The charge is 0. As for the HOMO energy: -9.75 eV. The calculation puts the LUMO energy at -0.007 Eh. The value obtained for the HOMO-LUMO gap is 9.56 eV.

=====

No. 4
C30H40F14N4O4PS | wB97M-V/def2-TZVPD

Element x y z (Å)
1 H 3.0272 -1.4323 1.8365
2 C -0.8644 -3.0756 -5.0672
3 C -0.4870 -4.0284 -0.1318
4 H -3.1677 1.7751 0.0190
5 H -0.2362 -1.2042 2.8079
6 C -0.1610 1.3961 -2.1228
7 C -2.0426 4.2627 7.5442
8 F -0.4248 -3.6615 2.9113
9 H 0.9740 -6.1041 -3.0105
10 H 3.9006 -3.3752 1.0280
11 O -1.4279 -2.9855 -3.7622
12 F -1.6921 0.4062 -7.7276
13 H -0.8700 2.0209 -1.4967
14 F 0.5574 -2.0531 -7.5025
15 F 1.4791 -4.6243 2.1220
16 C 0.5606 0.4687 -8.6169
17 H 1.9020 0.9938 3.0275
18 H -0.5321 3.0786 8.5094
19 N 0.5136 -1.0347 2.1262
20 F 0.9691 -2.1752 4.7084
21 H 0.2555 -3.1859 -5.0045
22 N 0.2961 1.2384 1.6983
23 H 2.5810 2.8120 1.3064
24 F 1.5487 -4.2828 4.6405
25 H -1.5529 -4.0248 -0.5262
26 H 1.3691 4.1677 1.2253
27 H -0.4916 -1.1531 -3.6117
28 C 0.8622 -5.3604 -2.1807
29 N 3.1636 -3.0781 0.3718
30 C -1.3386 -1.9132 -6.0539
31 C 0.1297 0.0132 1.2408
32 C 2.4641 -1.9479 1.0099
33 C -0.3772 0.2344 -7.3462
34 C 0.1588 -2.6083 0.0888
35 F -2.0574 -2.3887 -7.1499
36 C -1.3195 5.5350 5.6320
37 H 0.3069 1.1213 3.8994
38 C 0.9359 -2.3006 1.4264
39 C 0.5329 0.3866 -1.0749
40 F 0.3802 3.4378 -3.3858
41 H 3.6422 -2.7994 -0.4924
42 H 0.3424 -2.5057 -2.7370
43 N -0.4658 -0.0944 -0.0694
44 H 0.2841 3.6606 3.1977
45 H 0.9273 -2.4960 -0.7431
46 F 2.9946 -2.8532 3.8297
47 S 3.3382 4.9145 2.4167
48 H 0.4716 1.5450 -8.9626
49 C 0.8989 1.5353 3.0404
50 C -0.9356 -1.4925 -0.3000
51 H 2.8695 6.1291 1.9633
52 C -2.3267 5.1435 6.5066
53 H 1.6135 2.7448 -1.8549
54 H -3.3335 5.5251 6.3801
55 F 0.8968 -0.8800 -5.6424
56 C -0.0742 -1.1537 -6.6284
57 C 0.9685 2.3552 -2.6963
58 C -0.6655 -2.0559 -2.9404
59 H -1.8440 -2.0326 1.7473
60 O -3.2932 0.8627 -0.3229
61 O -4.6476 -0.6451 1.2768
62 H 1.0827 -0.4561 -1.6088
63 H -2.0339 -0.6247 -1.9938
64 C 0.3141 -4.7792 -1.2680
65 C -1.5601 -1.6272 -1.7370
66 O -2.7160 0.6567 2.3250
67 C 1.6480 -3.0903 3.9049
68 F -0.0314 1.2662 -6.4489
69 H 0.0486 2.0646 1.1366
70 H -3.4792 1.1710 2.6720
71 C -0.0273 5.0493 5.7970
72 C 0.2557 4.1640 6.8315
73 C 1.2454 3.0761 3.1596
74 H -2.4434 -2.3419 -1.7046
75 C 0.9219 -3.4108 2.5333
76 H 1.6136 1.7079 -3.3741
77 F 1.9144 0.3110 -8.2640
78 H -2.8794 -2.5247 0.3672
79 H -1.5418 6.2204 4.8212
80 P -3.2523 -0.1971 0.9650
81 H 1.8951 3.2586 4.0714
82 H 0.7599 5.3603 5.1188
83 H 1.3704 1.0077 -0.6167
84 C -2.1832 -1.7026 0.7221
85 H -0.7477 0.8656 -2.9187
86 H -1.2506 -4.0434 -5.5173
87 C -0.7524 3.7699 7.7037
88 F 0.1927 -0.3196 -9.7016
89 H 2.3430 -1.1574 0.1943
90 F -2.2218 -1.0501 -5.3714
91 H 1.2628 3.7815 6.9576
92 H -2.8271 3.9595 8.2278
93 C 2.0947 3.6274 1.9167
94 H -0.5020 -4.7505 0.7222

Its calculated total energy is -3824.44333 Eh. Its molar mass is 849.69 g mol⁻¹. The charge is +1. As for the HOMO energy: -11.48 eV. The calculation puts the LUMO energy at -0.138 Eh. The value obtained for the HOMO-LUMO gap is 7.73 eV.